[1]
ORCA calculation (wB97M-V/def2-TZVPD) on a structure of composition C21H29CaCl2O4 at a distorted geometry.

Values from the calculation:
HOMO-LUMO gap in eV: 3.47
E_HOMO in eV: -2.010

ORCA input file:
```
! wB97M-V def2-TZVPD RIJCOSX def2/J DEFGRID3
* xyz -1 1
O -0.68 1.18 -5.02
C -1.14 0.40 -6.24
C -0.30 1.03 -7.31
H -2.20 0.62 -6.40
H -0.90 -0.64 -6.12
C 0.20 1.85 -6.09
H -0.87 1.59 -8.04
H 0.43 0.35 -7.78
C -0.26 3.30 -6.20
H -1.35 3.32 -6.21
H 0.12 3.76 -7.12
H 0.14 3.82 -5.32
C 1.67 1.65 -5.82
H 1.85 0.59 -5.62
H 1.94 2.23 -4.93
H 2.30 1.93 -6.69
Ca -1.49 1.52 -2.98
C 1.98 -0.66 0.44
C 0.97 -1.66 0.30
C 1.41 -2.57 -0.74
H 0.03 -1.71 0.83
C 2.61 -2.05 -1.29
C 2.96 -0.84 -0.56
H 3.80 -0.22 -0.79
H 2.03 0.10 1.19
H 0.94 -3.49 -1.05
H 3.19 -2.47 -2.10
C -0.58 2.26 0.37
C 0.63 2.51 -0.28
C 0.39 3.38 -1.36
H 1.62 2.14 0.02
C -1.01 3.69 -1.36
C -1.59 3.00 -0.27
H -2.63 3.12 0.07
H -0.70 1.67 1.29
H 1.14 3.87 -1.99
H -1.53 4.44 -1.99
O 0.53 -1.57 -3.84
C 1.87 -1.61 -4.31
C 2.03 -3.11 -4.60
H 2.55 -1.18 -3.58
H 2.05 -1.00 -5.22
C 0.68 -3.47 -5.22
H 2.15 -3.49 -3.56
H 2.94 -3.24 -5.19
C -0.21 -2.73 -4.29
H 0.42 -4.50 -5.11
H 0.45 -3.07 -6.21
H -0.66 -3.27 -3.43
H -1.05 -2.37 -4.88
Cl -4.74 1.21 0.42
C -3.78 -0.27 0.44
Cl -4.91 -1.67 0.29
C -2.69 -0.11 -0.68
O -1.52 0.01 -0.23
O -2.99 0.01 -1.92
H -3.31 -0.39 1.43
*
```

[2]
ORCA calculation (wB97M-V/def2-TZVPD) on a structure of composition C21H29ClCoN2O4 at a distorted geometry.

Values from the calculation:
HOMO-LUMO gap (spin up / spin down) in eV: 2.30 / 7.14
Expectation value of S²: 6.0139
E_HOMO (spin up / spin down) in eV: 0.388 / -4.496
Relative energy (zero: lowest compared OMol25 entry of this formula, charge and spin) in kJ/mol: 0.0

ORCA input file:
```
! wB97M-V def2-TZVPD RIJCOSX def2/J DEFGRID3
* xyz -1 5
Co -1.13 -0.03 0.57
Cl -2.32 0.22 2.37
N -0.21 1.89 0.44
N -0.26 -1.92 0.57
C -0.84 2.71 -0.36
C -0.67 -2.76 -0.36
C 1.04 2.53 0.87
C 0.81 3.99 0.47
C 2.19 1.93 0.09
C 1.29 2.43 2.36
H 2.01 2.02 -0.99
H 2.31 0.86 0.33
H 3.11 2.46 0.35
H 0.42 2.82 2.90
H 2.15 3.06 2.61
H 1.49 1.41 2.69
C 0.72 -2.62 1.42
C 1.02 -3.88 0.62
C 0.10 -3.01 2.74
C 1.95 -1.76 1.64
H 2.31 -1.35 0.69
H 2.75 -2.38 2.07
H 1.73 -0.95 2.35
H -0.89 -3.47 2.58
H -0.01 -2.13 3.39
H 0.75 -3.73 3.24
O 0.00 -3.91 -0.43
H 0.91 -4.81 1.19
H 2.00 -3.87 0.13
O -0.33 3.93 -0.45
H 1.64 4.47 -0.06
H 0.51 4.62 1.32
C -2.01 2.36 -1.20
C -1.76 -2.52 -1.33
C -1.41 -1.25 -2.02
H -2.69 -2.41 -0.76
H -1.84 -3.38 -2.01
C -1.49 -0.06 -1.31
C -1.57 1.16 -1.97
H -0.81 0.13 3.64
C -1.11 1.22 -3.30
C -0.78 0.04 -3.96
C -0.96 2.55 -3.98
C -0.93 -1.20 -3.34
H -0.41 0.09 -4.98
C -0.57 -2.46 -4.06
H 0.00 -2.24 -4.96
H -1.47 -3.03 -4.36
H 0.03 -3.12 -3.43
H -1.93 3.02 -4.17
H -0.45 2.40 -4.94
H -0.36 3.24 -3.39
H -2.28 3.21 -1.83
H -2.84 2.11 -0.52
O 1.35 0.35 5.84
C 0.28 0.37 5.28
O 0.11 -0.06 4.01
H -0.69 0.71 5.71
*
```

[3]
ORCA calculation (wB97M-V/def2-TZVPD) on a structure of composition C21H29F6FeN3O8S at a distorted geometry.

Values from the calculation:
HOMO-LUMO gap (spin up / spin down) in eV: 8.09 / 8.04
Expectation value of S²: 6.0079
E_HOMO (spin up / spin down) in eV: -8.325 / -8.311
Relative energy (zero: lowest compared OMol25 entry of this formula, charge and spin) in kJ/mol: 75.0

ORCA input file:
```
! wB97M-V def2-TZVPD RIJCOSX def2/J DEFGRID3
* xyz 0 5
Fe -0.10 0.10 0.05
C 3.61 -1.17 -3.13
N 2.90 -2.17 -2.36
C 3.45 -3.51 -2.28
C 1.87 -1.76 -1.61
O 1.56 -0.57 -1.54
C 1.09 -2.82 -0.83
O -0.11 -2.32 -0.27
C -1.32 -2.63 -0.93
C -1.69 -1.59 -2.01
O -1.02 -0.57 -2.14
N -2.75 -1.84 -2.78
C -3.18 -0.81 -3.71
C -3.67 -2.95 -2.64
H 4.03 -1.62 -4.03
H 4.42 -0.72 -2.54
H 2.91 -0.38 -3.40
H 4.43 -3.53 -2.75
H 2.81 -4.23 -2.80
H 3.57 -3.82 -1.24
H 1.70 -3.13 0.03
H 0.89 -3.70 -1.46
H -2.09 -2.57 -0.16
H -1.27 -3.65 -1.34
H -2.40 -0.06 -3.76
H -4.10 -0.34 -3.35
H -3.35 -1.24 -4.70
H -3.31 -3.68 -1.93
H -3.80 -3.44 -3.61
H -4.64 -2.59 -2.30
O -4.41 0.89 0.13
C -3.21 1.04 0.29
O -2.32 0.15 0.18
C -2.67 2.40 0.74
C -3.38 3.17 1.67
C -2.82 4.32 2.20
C -1.56 4.73 1.80
C -0.87 3.97 0.86
C -1.41 2.81 0.32
N 0.44 4.40 0.43
O 1.05 3.68 -0.34
O 0.85 5.47 0.84
H -4.35 2.82 1.99
H -3.35 4.90 2.94
H -1.09 5.60 2.22
H -0.86 2.25 -0.43
C 3.53 1.70 0.27
C 2.76 0.93 1.36
O 1.43 0.86 1.17
C 2.98 1.63 2.73
F 4.25 1.96 3.01
F 2.55 0.89 3.76
F 2.28 2.77 2.77
C 3.34 -0.51 1.46
F 4.40 -0.63 2.27
F 2.42 -1.40 1.89
F 3.75 -0.99 0.27
H 3.21 2.74 0.29
H 3.26 1.28 -0.69
H 4.60 1.64 0.44
C -2.56 -1.31 2.99
S -0.78 -0.91 2.84
C -0.82 0.82 3.38
H -2.94 -0.92 3.92
H -2.62 -2.40 2.99
H -3.10 -0.91 2.14
H -1.74 1.29 3.03
H 0.03 1.31 2.92
H -0.75 0.89 4.46
*
```

[4]
ORCA calculation (wB97M-V/def2-TZVPD) on a structure of composition C21H29F9NO3P2Zr at a distorted geometry.

Values from the calculation:
HOMO-LUMO gap in eV: 6.26
E_HOMO in eV: -10.136
Relative energy (zero: lowest compared OMol25 entry of this formula, charge and spin) in kJ/mol: 54.8

ORCA input file:
```
! wB97M-V def2-TZVPD RIJCOSX def2/J DEFGRID3
* xyz 1 1
C -0.70 3.82 -2.11
C -0.87 2.52 -1.57
N 0.16 1.98 -0.79
C 1.16 2.79 -0.36
C 1.17 4.13 -0.67
C 0.26 4.65 -1.59
C -2.08 1.79 -1.78
P -2.41 0.14 -1.17
Zr -0.23 0.07 0.20
P 2.71 0.57 0.17
C 2.14 2.21 0.63
C 0.14 -2.40 -0.32
C -0.98 -2.98 0.22
C -1.00 -4.38 0.40
C 0.11 -5.15 0.06
C 1.27 -4.54 -0.44
C 1.28 -3.16 -0.63
O -0.55 0.59 -5.19
O 1.30 -1.56 -3.62
H -1.47 4.16 -2.81
H 1.93 4.75 -0.19
H 0.29 5.70 -1.85
C -3.93 0.49 -0.27
C -2.86 -1.13 -2.40
H 3.07 2.81 0.66
H 1.71 2.18 1.64
H -1.44 1.03 -5.29
H -2.60 2.03 -2.72
C 3.27 -0.39 1.57
C 4.05 0.79 -0.98
H -1.84 -2.39 0.57
H -1.88 -4.84 0.85
H 0.09 -6.23 0.21
H 2.15 -5.13 -0.69
H 2.18 -2.66 -1.02
H 1.09 -0.99 -0.65
H 0.82 -1.84 -2.79
H 0.89 -0.67 -3.72
H 0.11 1.29 -5.29
H 1.50 -0.33 -0.89
H -4.63 0.79 -1.06
H -4.31 -0.35 0.33
H -3.72 1.35 0.38
H -3.67 -0.72 -3.01
H -2.00 -1.41 -3.04
H -3.20 -2.04 -1.89
H 4.86 1.33 -0.46
H 4.43 -0.17 -1.34
H 3.72 1.39 -1.84
H 4.25 0.01 1.88
H 2.56 -0.33 2.42
H 3.38 -1.45 1.28
F -2.64 1.30 2.53
C -2.27 0.22 3.28
F -2.81 0.34 4.50
F -2.82 -0.85 2.65
C -0.74 0.10 3.37
O -0.27 -0.04 2.05
C -0.08 1.38 3.88
F -0.38 1.62 5.16
F 1.27 1.30 3.74
F -0.44 2.45 3.12
C -0.26 -1.18 4.04
F -0.59 -1.23 5.33
F -0.76 -2.26 3.40
F 1.09 -1.30 3.91
*
```